1.
A structure of composition CH10Na5O8 at a distorted geometry, computed with the ωB97M-V functional and the def2-TZVPD basis.

CARTESIAN COORDINATES (ANGSTROEM)
Na 1.0581 3.0966 5.9456
Na -7.0055 -0.0022 1.8440
Na 4.0645 0.9523 1.8629
Na -3.8146 3.9952 3.4063
Na -2.6066 -4.5194 2.2846
C -0.8246 0.4211 1.3423
O -0.0197 -0.4286 0.9005
O -2.0170 0.0772 1.4419
O -0.4420 1.5512 1.6762
O -4.3674 0.5504 -2.6155
H -4.0480 0.2388 -1.7687
H -4.2688 1.5016 -2.5739
O 1.0282 5.8833 -1.0050
H 0.8594 5.1708 -0.3884
H 0.3651 5.7731 -1.6864
O 3.5253 -4.4093 -2.5541
H 2.7421 -3.8712 -2.4396
H 3.1966 -5.3077 -2.5870
O 2.2375 -4.6933 2.5166
H 1.8907 -3.9140 2.0823
H 2.4931 -5.2738 1.7997
O 2.3607 1.0027 -3.2430
H 1.8275 0.5924 -2.5622
H 1.7657 1.6127 -3.6789

Properties
- charge = +3
- LUMO energy (Eh) = -0.3280
- Kohn-Sham gap (eV) = 2.73

---

2.
A cluster of 4 separate species, CH10O4 in total at a distorted geometry, computed with the ωB97M-V functional and the def2-TZVPD basis.

CARTESIAN COORDINATES (ANGSTROEM)
C -1.2656 1.6215 -0.9126
O -1.8226 0.3554 -0.5414
H -1.3765 1.7896 -1.9584
H -1.6844 2.4082 -0.3233
H -0.1341 1.6400 -0.7189
H -1.2494 -0.3353 -0.7510
H 1.4938 -0.2072 0.8025
H 3.0297 -0.1017 0.9086
O 2.2649 -0.2850 0.4656
H 1.1102 -2.8898 -0.4505
H 1.4151 -1.9192 -1.6156
O 0.8819 -2.1344 -0.8458
H -0.8499 -0.2669 2.7050
H -1.3036 0.3927 1.3919
O -0.5095 -0.0680 1.8440

Properties
- SMILES = CO.O.O.O
- LUMO energy (Eh) = 0.0290
- Kohn-Sham gap (eV) = 11.28

---

3.
A cluster of 4 separate species, CH10O4 in total at a distorted geometry, computed with the ωB97M-V functional and the def2-TZVPD basis.

CARTESIAN COORDINATES (ANGSTROEM)
C 0.2149 2.3523 1.1796
O 0.0751 1.0076 1.1224
H 0.5355 2.8706 2.1767
H -0.7817 2.7808 0.8608
H 0.8976 2.5887 0.3902
H 0.0156 0.5958 2.0185
H -0.9807 -0.9360 -1.6688
H -1.9942 -2.0934 -1.7591
O -1.2307 -1.7466 -1.2624
H 1.1001 -2.4323 0.8392
H 0.1030 -1.5268 0.3946
O 0.5760 -1.7405 1.2019
H 1.0320 0.8637 -2.4055
H 0.8176 0.0732 -1.1353
O 0.3253 0.3672 -1.9104

Properties
- SMILES = CO.O.O.O
- LUMO energy (Eh) = 0.0228
- Kohn-Sham gap (eV) = 10.56

---

4.
A cluster of 5 separate species, CH10O5 in total, computed with the ωB97M-V functional and the def2-TZVPD basis.

CARTESIAN COORDINATES (ANGSTROEM)
O 0.8209 1.3077 -1.8539
C 0.9893 0.2676 -2.4400
H 1.9258 0.1087 -2.9939
H 0.2456 -0.5306 -2.3812
H -0.4792 2.0242 -0.6106
H -1.9540 2.3373 -0.6205
O -1.2609 2.0273 -0.0290
H 0.3822 -0.3224 3.2666
H -0.2113 1.0686 2.8792
O -0.4278 0.2022 3.2545
H 1.6352 -2.7914 -0.5123
H 0.4104 -1.9178 -0.2010
O 1.0833 -2.0954 -0.8806
H -1.0358 -0.8836 1.8875
H -1.3865 -0.7702 0.4219
O -0.9181 -1.3538 1.0340

Properties
- SMILES = C=O.O.O.O.O
- LUMO energy (Eh) = 0.0229
- Kohn-Sham gap (eV) = 10.91

---

5.
A cluster of 5 separate species, CH10O6 in total at a distorted geometry, computed with the ωB97M-V functional and the def2-TZVPD basis.

CARTESIAN COORDINATES (ANGSTROEM)
O -1.3795 0.7199 -2.9015
C -1.5580 -0.2793 -2.2711
O -1.4781 -0.2988 -0.9132
H -1.9237 -1.2542 -2.6267
H -1.0381 0.5322 -0.6530
H -1.2749 2.5347 0.0473
H 0.0361 2.2684 0.8004
O -0.3960 2.1439 -0.0502
H 0.3322 0.1917 2.4625
H 0.2156 1.5436 3.2607
O 0.3974 1.1507 2.4141
H 2.3012 -1.4156 2.4988
H 2.9213 -0.0556 2.1677
O 2.7850 -0.9423 1.8211
H 1.1965 -1.9380 0.7358
H 1.1380 -2.5127 -0.5312
O 0.6748 -2.6561 0.3100

Properties
- SMILES = O=CO.O.O.O.O
- LUMO energy (Eh) = -0.0019
- Kohn-Sham gap (eV) = 10.25

---

6.
A structure of composition CH11CuO8 at a distorted geometry, computed with the ωB97M-V functional and the def2-TZVPD basis.

CARTESIAN COORDINATES (ANGSTROEM)
Cu -0.1374 0.6424 -0.4537
C 1.2777 -0.0607 -1.9138
O 0.4809 0.8255 -2.2098
O 1.9849 -0.6047 -2.9019
O 1.4017 -0.5409 -0.8015
H 1.9990 -0.2888 -3.8240
O 0.9884 -2.3076 0.9859
H 1.1220 -1.6410 0.3591
H 0.1879 -2.7840 0.7133
O -0.5696 2.5280 -0.4648
H -1.0083 3.0556 0.1963
H 0.0168 3.0717 -0.9762
O -1.6645 -0.4176 -0.5226
H -2.5552 -0.3408 -0.3341
H -1.6491 -0.8055 -1.3852
O 0.2602 0.7980 1.5449
H 0.0620 1.4677 2.1625
H 1.2125 0.6046 1.6858
O -1.4313 -1.3196 2.6327
H -1.0450 -1.0861 3.4707
H -0.9335 -0.7963 2.0364

Properties
- LUMO energy (Eh) = -0.0059
- Kohn-Sham gap (eV) = 6.10

---

7.
A cluster of 4 separate species, CH11N2O3 in total at a distorted geometry, computed with the ωB97M-V functional and the def2-TZVPD basis.

CARTESIAN COORDINATES (ANGSTROEM)
N 0.6496 -0.4001 -1.0008
C 0.9707 0.2777 0.0311
N 0.6752 0.0139 1.3189
H 0.0688 -1.2433 -0.8879
H 0.5437 0.1004 -1.9083
H 1.8125 1.0201 -0.0534
H 1.2570 -0.6337 1.8825
H -0.2334 0.2872 1.8342
H 0.3503 1.8744 -3.9506
H -0.9110 1.6770 -3.1521
O 0.0353 1.5245 -3.1134
H -0.2510 -3.7164 0.3393
H -1.1733 -2.7277 0.9581
O -0.4936 -2.7716 0.2701
H -1.8431 2.1410 2.2715
H -1.4774 1.0512 3.2934
O -1.2124 1.4351 2.4394

Properties
- charge = +2
- LUMO energy (alpha / beta) (Eh) = -0.3847 / -0.5000
- Kohn-Sham gap (alpha / beta) (eV) = 8.71 / 5.57
- spin multiplicity = 2

---

8.
A cluster of 2 separate species, CH11N2Si2 in total at a distorted geometry, computed with the ωB97M-V functional and the def2-TZVPD basis.

CARTESIAN COORDINATES (ANGSTROEM)
C 0.3938 0.0999 -0.4021
N 1.1346 0.8387 -1.1819
N -0.8124 1.2833 1.0374
Si 1.4899 -1.1785 0.9084
Si -1.3931 -0.7616 -1.0584
H 2.0144 1.1948 -0.8944
H 0.7603 1.2472 -2.0864
H -0.0729 1.6966 1.5905
H -1.3878 0.7197 1.5803
H -1.6026 1.8208 0.7190
H 1.3505 -0.2921 2.1386
H 0.5446 -2.1903 0.8263
H 2.8996 -1.2624 0.5467
H -1.9129 -1.3481 0.2103
H -0.9253 -1.7883 -2.0711
H -2.4806 -0.0800 -1.8633

Properties
- charge = +1
- LUMO energy (Eh) = -0.1323
- Kohn-Sham gap (eV) = 10.96

---

9.
A cluster of 4 separate species, CH11N3O3 in total at a distorted geometry, computed with the ωB97M-V functional and the def2-TZVPD basis.

CARTESIAN COORDINATES (ANGSTROEM)
N -0.3892 -0.4306 1.2720
C -0.2573 -0.4741 -0.1314
N 0.6210 -1.5838 -0.5082
N -0.7410 0.4134 -0.9074
H -0.8483 0.4078 1.4996
H 0.4480 -0.4333 1.8575
H 0.8187 -1.5135 -1.5619
H 1.1412 -1.9863 0.2899
H -1.6802 0.5425 -0.4346
H 1.7720 1.3583 0.8013
H 3.1798 1.9182 1.0008
O 2.5064 1.2300 1.4594
H -3.5613 -1.0110 0.6416
H -4.3064 -0.4145 -0.4610
O -4.2533 -1.2054 0.0299
H 1.0851 0.9708 -1.6482
H 2.5691 0.7872 -1.7180
O 1.8956 1.4242 -1.4814

Properties
- SMILES = N=C(N)N.O.O.O
- LUMO energy (Eh) = 0.0160
- Kohn-Sham gap (eV) = 9.96

---

10.
A cluster of 4 separate species, CH11NO3 in total at a distorted geometry, computed with the ωB97M-V functional and the def2-TZVPD basis.

CARTESIAN COORDINATES (ANGSTROEM)
C 0.2213 -0.5873 -1.3826
N 0.5609 -1.4059 -0.2296
H 0.1164 -1.1257 -2.3192
H 1.1300 0.2293 -1.5586
H -0.6788 0.1168 -1.3587
H -0.1917 -1.5557 0.4944
H 1.0921 -2.1939 -0.3553
H 0.4093 1.0501 1.0868
H -0.1880 2.0947 1.8725
O -0.4642 1.4863 1.1416
H -3.0423 -0.4108 0.1585
H -2.5770 0.4446 1.2189
O -3.0922 -0.3088 1.1271
H 2.3430 1.3212 -0.4596
H 2.0226 -0.0097 0.2072
O 2.3387 0.8548 0.3566

Properties
- SMILES = CN.O.O.O
- LUMO energy (Eh) = 0.0258
- Kohn-Sham gap (eV) = 10.44

---

11.
A cluster of 5 separate species, CH11NO4 in total at a distorted geometry, computed with the ωB97M-V functional and the def2-TZVPD basis.

CARTESIAN COORDINATES (ANGSTROEM)
C -0.2003 -5.6325 3.0611
N -0.7980 -6.4984 2.3335
H 0.5930 -5.1265 2.5779
H -0.5523 -5.2642 3.9751
H -1.7872 -6.9240 2.4535
H 0.7000 4.1032 -3.5109
H 1.6966 3.8563 -2.4421
O 0.9616 4.3167 -2.6368
H -1.0888 2.7981 -4.2810
H -0.8286 1.8866 -5.4392
O -0.3976 2.4321 -4.8149
H -1.6930 3.9634 -2.2035
H -2.1092 2.5410 -2.0736
O -2.0837 3.2621 -2.6699
H 1.8419 0.5392 5.1498
H 2.9355 -0.6218 5.2238
O 2.8101 0.3688 5.2972

Properties
- SMILES = C=N.O.O.O.O
- LUMO energy (Eh) = 0.0228
- Kohn-Sham gap (eV) = 10.28

---

12.
A cluster of 5 separate species, CH11NO4 in total at a distorted geometry, computed with the ωB97M-V functional and the def2-TZVPD basis.

CARTESIAN COORDINATES (ANGSTROEM)
C 4.7892 -3.0156 -2.3952
N 5.6636 -3.9735 -2.7024
H 5.0629 -2.2803 -1.7471
H 3.6470 -3.1506 -2.4273
H 4.9526 -4.7068 -3.1082
H 0.1162 1.9106 -0.2884
H -0.3614 2.7963 0.6189
O 0.4591 2.3532 0.4775
H -4.6774 1.6664 0.1159
H -5.9191 2.4063 0.0063
O -5.0783 2.3679 -0.4483
H -0.4066 0.3355 2.6747
H -1.4936 0.7311 3.8221
O -1.1728 0.0303 3.2124
H -1.7444 0.6546 1.5093
H -2.3196 0.1713 0.1231
O -2.3626 0.9204 0.7571

Properties
- SMILES = C=N.O.O.O.O
- LUMO energy (Eh) = 0.0153
- Kohn-Sham gap (eV) = 11.25

---

13.
A structure of composition CH11NO4 at a distorted geometry, computed with the ωB97M-V functional and the def2-TZVPD basis.

CARTESIAN COORDINATES (ANGSTROEM)
N 1.6995 1.4337 0.8709
C 1.3818 0.1284 0.5869
O -0.9407 -1.3333 -1.8649
H 2.4532 1.6480 0.3048
H 0.7962 1.9491 0.6766
H 0.7241 -0.1951 1.3870
H 2.2091 -0.5960 0.5756
H 0.8089 0.0498 -0.3264
H -1.4617 -1.8538 -2.4796
H 0.7219 -3.3310 -0.6590
O 0.5382 -2.4444 -0.3366
H -1.3986 -0.4363 -0.0786
H -0.2107 -1.9159 -1.1597
O -0.6656 2.4244 0.3988
H -1.4433 1.0504 0.4631
H -1.3703 3.0563 0.5927
O -1.6838 0.0742 0.6884

Properties
- LUMO energy (Eh) = -0.2164
- Kohn-Sham gap (eV) = 3.69

---

14.
A cluster of 5 separate species, CH11NO5 in total at a distorted geometry, computed with the ωB97M-V functional and the def2-TZVPD basis.

CARTESIAN COORDINATES (ANGSTROEM)
C -1.8265 -0.9739 -2.3982
N -0.6213 -1.6426 -2.1675
O -2.4236 -0.3041 -1.5636
H -2.2613 -1.4046 -3.3500
H -0.0889 -2.0020 -2.8662
H 0.0605 -1.2920 -1.4588
H 3.0068 -0.0807 0.8222
H 2.7713 -1.5633 0.8246
O 3.1714 -0.8110 0.2959
H 2.6739 2.0543 3.2571
H 1.6919 0.8524 3.7188
O 2.6647 1.0576 3.3050
H -2.8358 0.6137 0.5098
H -2.7553 1.7189 1.7351
O -2.3180 1.1551 1.1201
H -0.3320 1.1992 0.0778
H -0.6358 0.6995 -1.2359
O 0.0579 0.7237 -0.6259

Properties
- SMILES = NC=O.O.O.O.O
- LUMO energy (Eh) = 0.0171
- Kohn-Sham gap (eV) = 10.95

---

15.
A cluster of 5 separate species, CH11O5 in total, computed with the ωB97M-V functional and the def2-TZVPD basis.

CARTESIAN COORDINATES (ANGSTROEM)
C 2.8922 -0.2058 0.1536
O 2.1137 -1.2808 0.6370
H 3.9430 -0.3983 0.3642
H 2.6534 0.7563 0.6223
H 2.7917 -0.1186 -0.9355
H -1.6745 1.3300 -0.0379
H -1.9366 2.5971 0.8059
O -2.1950 2.1551 -0.0049
H 1.1805 -0.9977 0.4720
H -0.5512 -0.4352 1.6742
O -0.5549 -0.5228 0.7149
H -1.6487 2.7337 -2.2642
H -0.6438 1.6748 -2.6208
O -0.8600 2.5952 -2.8042
H -0.5589 -3.5786 0.6902
H -0.9365 -2.0795 0.9449
O -1.0445 -3.0266 1.3095

Properties
- charge = -1
- LUMO energy (Eh) = 0.1391
- Kohn-Sham gap (eV) = 8.46

---

16.
A cluster of 5 separate species, CH11O5 in total at a distorted geometry, computed with the ωB97M-V functional and the def2-TZVPD basis.

CARTESIAN COORDINATES (ANGSTROEM)
C 2.9196 -0.3912 0.4992
O 2.3483 -1.4871 1.2918
H 3.5810 -0.7974 -0.2565
H 3.4010 0.2552 1.2420
H 2.1404 0.1782 -0.0086
H -1.6085 0.8983 -0.3525
H -3.1251 0.8988 -0.7059
O -2.3771 1.4779 -0.5684
H 1.4352 -1.2000 1.1061
H -0.3001 0.2668 0.8359
O -0.4198 -0.3468 0.0976
H -1.8180 2.5573 -2.3619
H -0.5502 2.5249 -3.2560
O -1.1179 3.0949 -2.7493
H -0.7449 -3.2066 1.0856
H -0.9233 -1.6355 1.2353
O -0.8393 -2.4839 1.7393

Properties
- charge = -1
- LUMO energy (Eh) = 0.1439
- Kohn-Sham gap (eV) = 8.57